[1]
The following is a quantum chemistry calculation of C17H38FNNbO7 as an isolated structure at a distorted geometry, from the OMol25 dataset.

The HOMO energy is -4.368 eV. As for the net charge: -1. The calculation puts the electronic energy at -38332.6249 eV.

```
65
C17H38FNNbO7, DFT ωB97M-V/def2-TZVPD
C 4.9694 1.3063 0.5771
N 4.5645 1.5286 -0.8108
C 4.4912 2.9336 -1.1927
C 3.4547 0.7270 -1.2728
O 3.6278 0.0800 -2.3010
C 2.1963 0.7286 -0.5262
Nb 0.5922 2.2231 -1.0641
C 1.2127 3.3048 0.8159
F -0.5710 3.6200 -1.5449
H 5.2674 2.2618 1.0336
H 5.8353 0.6226 0.6153
H 4.1763 0.8903 1.2109
H 3.6194 3.4678 -0.7787
H 4.4392 3.0002 -2.2880
H 5.4107 3.4313 -0.8546
H 1.6991 -0.2256 -0.7756
H 2.3286 0.8005 0.5577
H -0.7078 1.3924 -0.0645
H -0.0106 1.0148 -2.3320
H 1.8055 2.9463 -2.2885
H 2.2709 3.1081 1.0353
H 0.6553 2.9894 1.7102
H 1.0685 4.3829 0.6493
O 3.9483 3.1684 3.1219
C 4.9456 3.3606 3.7473
O 5.2224 2.5335 4.7916
C 6.4619 2.5824 5.4956
C 6.4689 3.6320 6.5884
C 5.8719 4.5189 3.4424
H 7.2942 2.7160 4.8036
H 6.5595 1.5862 5.9247
H 6.3666 4.6369 6.1791
H 7.4038 3.5851 7.1483
H 5.6423 3.4570 7.2762
H 5.4997 5.3944 3.9755
H 5.7981 4.7180 2.3772
H 6.9108 4.3638 3.7167
O -2.8748 -0.4362 0.1700
C -3.7120 -0.2458 -0.6609
O -4.8153 -1.0588 -0.6343
C -5.9433 -0.8625 -1.4872
C -5.7406 -1.4714 -2.8593
C -3.5934 0.7850 -1.7669
H -6.1972 0.1971 -1.5493
H -6.7571 -1.3687 -0.9701
H -4.9175 -0.9860 -3.3837
H -6.6431 -1.3675 -3.4646
H -5.5104 -2.5301 -2.7474
H -3.0595 0.3367 -2.6042
H -3.0064 1.6383 -1.4340
H -4.5639 1.1381 -2.1058
O -6.5015 -4.1677 -1.0679
C -6.1076 -5.2234 -1.4699
O -5.2626 -5.2205 -2.5253
C -4.5889 -6.3957 -2.9830
C -5.4355 -7.2130 -3.9360
C -6.5620 -6.5378 -0.8760
H -4.2393 -6.9890 -2.1377
H -3.7069 -6.0080 -3.4886
H -6.3285 -7.6040 -3.4480
H -4.8586 -8.0561 -4.3172
H -5.7465 -6.5968 -4.7788
H -7.4896 -6.8268 -1.3709
H -6.7762 -6.3649 0.1742
H -5.8513 -7.3522 -0.9765
```

=====

[2]
The following is a quantum chemistry calculation of a 2-piece molecular cluster, C17H39BN5O7P2 overall at a distorted geometry, from the OMol25 dataset.

The HOMO energy is -11.329 eV. As for the net charge: +1. The calculation puts the electronic energy at -59284.4554 eV.

```
71
C17H39BN5O7P2, DFT ωB97M-V/def2-TZVPD
C 4.1533 2.0500 3.4901
C 5.3555 2.1437 2.3555
O 5.0960 1.1022 1.3328
C 6.0810 1.3445 0.2679
O 7.3898 1.5458 0.5770
C 5.7276 1.3382 -1.3668
C 6.0363 2.7719 -2.0950
C 4.9451 3.9572 -1.8152
C 3.7222 3.5730 -0.7998
N 2.7106 2.4503 -0.7726
C 1.7333 2.6073 0.4107
N 0.7231 1.7021 0.6449
P 0.6436 0.2926 -0.4769
C 0.3708 -1.3265 0.5462
C -0.9387 0.5454 -1.5623
C -0.5946 0.6439 -3.1769
N 2.1545 3.8706 1.1343
N 3.2658 4.3724 0.4262
B 3.7847 5.6741 1.0144
N 2.7280 6.7892 1.2054
O 5.1849 5.9822 1.3701
H 3.2749 1.3752 3.1015
H 3.7824 3.1572 3.6627
H 4.6274 1.6893 4.5033
H 6.3678 1.9702 2.9552
H 5.3489 3.1742 1.7806
H 4.6648 0.8828 -1.5972
H 6.5062 0.5586 -1.8270
H 6.0889 2.6388 -3.2802
H 7.1267 3.1042 -1.7449
H 5.5308 4.9151 -1.4189
H 4.4553 4.2643 -2.8465
H 0.0717 1.8759 1.4413
H 0.8075 -1.2216 1.6516
H 1.0129 -2.1952 0.0425
H -0.7739 -1.5678 0.5199
H -1.4402 1.5726 -1.2419
H -1.7138 -0.3382 -1.3566
H -0.4651 1.7900 -3.4423
H -1.5305 0.2401 -3.7873
H 0.4005 0.0742 -3.4348
H 1.6723 4.2906 1.9845
H 2.1438 6.6055 2.0517
H 2.0640 6.6162 0.3928
H 5.2629 6.9947 1.2600
O -5.0376 -4.1054 1.7321
P -5.2983 -4.0709 0.2063
O -3.7621 -4.5334 -0.2077
C -3.3459 -5.8532 0.0967
C -4.0094 -6.8642 -0.8155
O -5.0701 -2.4342 0.0297
C -5.2883 -1.5431 1.1104
C -3.9767 -1.2401 1.8131
O -5.5895 -4.0323 -1.4985
C -6.7510 -4.7187 -1.9374
C -8.0015 -4.2893 -1.1920
H -3.5430 -6.0861 1.1468
H -2.2619 -5.8898 -0.0503
H -5.0738 -6.9522 -0.5791
H -3.5551 -7.8516 -0.6964
H -3.9305 -6.5595 -1.8642
H -6.0414 -1.9341 1.8022
H -5.6956 -0.6162 0.6937
H -3.4826 -2.1509 2.1632
H -4.1390 -0.5809 2.6710
H -3.2788 -0.7523 1.1240
H -6.5960 -5.7956 -1.8371
H -6.8720 -4.5014 -3.0031
H -7.9583 -4.5969 -0.1422
H -8.8905 -4.7433 -1.6382
H -8.1098 -3.2014 -1.2072
```

=====

[3]
The following is a quantum chemistry calculation of a 7-piece molecular cluster, C17H39Cl8N2O6P overall at a distorted geometry, from the OMol25 dataset.

The HOMO energy (spin up / spin down) is 0.407 / -6.819 eV. As for the net charge: -1. The calculation puts the electronic energy at -142996.2963 eV. The multiplicity is 2.

```
73
C17H39Cl8N2O6P, DFT ωB97M-V/def2-TZVPD
C 1.2227 2.3862 2.6829
C -0.2043 2.8326 3.0617
O -1.1316 2.1506 3.5257
N -0.4596 4.0978 2.7528
C -1.7617 4.7278 2.5557
H 1.3356 2.2878 1.6032
H 1.3522 1.3396 2.9583
H 1.9196 2.9086 3.3383
H 0.3608 4.6623 2.5844
H -2.4337 4.0340 2.0506
H -1.6426 5.5862 1.8945
H -2.0686 5.1259 3.5229
C 0.2455 -0.8523 3.0710
C 0.2802 -2.2820 2.5537
O 0.0359 -3.2302 3.3853
N 0.3225 -2.5512 1.2344
C 0.0042 -3.8380 0.6329
H 1.1084 -0.6990 3.7191
H -0.7260 -0.6558 3.5243
H 0.2479 -0.2142 2.1873
H 0.7205 -1.8313 0.6484
H 0.8017 -4.5738 0.5298
H -0.6881 -3.7870 -0.2075
H -0.6239 -4.3821 1.3383
C -2.2163 -0.3462 -0.1172
O -1.5773 -0.3977 -1.4221
P 0.0117 -0.0503 -1.5012
O 0.9913 -0.5877 -0.5387
O 0.3528 -0.3700 -3.0283
C 1.0234 -1.6039 -3.2602
O 0.0248 1.5555 -1.5460
C 1.0967 2.3137 -1.7661
H -2.6376 0.6287 0.1283
H -1.5339 -0.5553 0.7067
H -2.9168 -1.1616 0.0634
H 0.4451 -2.5223 -3.1597
H 1.8206 -1.7130 -2.5249
H 1.5475 -1.6189 -4.2158
H 2.0018 1.7243 -1.9125
H 1.5125 2.7424 -0.8543
H 0.9458 3.0951 -2.5109
Cl -3.4458 -0.4054 2.9909
C -3.8543 0.9015 4.1669
C -5.2999 0.8048 4.6452
Cl -5.3660 -0.4052 5.9332
H -3.6711 1.8562 3.6738
H -3.1053 0.8399 4.9564
H -5.9841 0.6468 3.8115
H -5.6687 1.6755 5.1874
Cl -3.6290 3.2316 -1.8330
C -2.3755 3.4254 -3.1659
C -2.3071 2.1752 -4.0100
Cl -3.5796 1.9128 -5.1129
H -1.4331 3.5713 -2.6380
H -2.5843 4.3468 -3.7097
H -2.1724 1.3277 -3.3380
H -1.4282 2.1204 -4.6524
Cl 0.8188 -6.9968 -5.4684
C 1.9299 -6.1582 -4.4959
C 1.4434 -5.9383 -2.9955
Cl -0.0375 -4.9625 -2.8976
H 1.9782 -5.1440 -4.8923
H 2.8112 -6.7938 -4.5816
H 2.1374 -5.3677 -2.3784
H 1.0617 -6.7417 -2.3655
Cl 5.1794 2.7856 0.0526
C 5.0407 1.0610 -0.2350
C 6.2541 0.3980 -0.8867
Cl 5.7157 -1.2126 -1.2549
H 4.1779 0.9540 -0.8925
H 4.7011 0.6121 0.6984
H 7.0560 0.2467 -0.1640
H 6.5268 0.8579 -1.8366
```

=====

[4]
The following is a quantum chemistry calculation of C17H39IN2O8PS as an isolated structure at a distorted geometry, from the OMol25 dataset.

The HOMO energy is -11.455 eV. As for the net charge: +1. The calculation puts the electronic energy at -65835.8872 eV.

```
69
C17H39IN2O8PS, DFT ωB97M-V/def2-TZVPD
C 4.2680 -0.4383 3.2198
S 2.9145 -1.6315 3.6656
O 3.4020 -2.9708 3.2384
O 2.6625 -1.5918 5.1198
N 1.5107 -1.0836 2.7017
I 1.4810 -2.2328 0.9345
P -0.0720 -1.2400 3.5485
N -0.1705 -2.5743 4.3967
O -0.2997 0.1302 4.4960
O -1.2534 -1.2811 2.3324
H 3.8478 0.5804 3.4340
H 4.4156 -0.5492 2.1113
H 5.1768 -0.6645 3.8153
H 1.6671 -0.0774 2.4912
H -0.9559 -3.0847 3.9675
H -0.9148 0.7183 4.0137
H -0.9944 -0.5667 1.7127
C -2.0669 -2.1903 -3.2191
C -3.0381 -2.1951 -2.0530
C -2.1505 -1.7617 -0.9019
O -1.1416 -0.9011 -1.4547
C -1.1853 -1.0008 -2.8915
H -2.5480 -2.1040 -4.1910
H -1.4732 -3.1098 -3.2114
H -3.8225 -1.4517 -2.2202
H -3.5146 -3.1602 -1.8817
H -1.6458 -2.6213 -0.4444
H -2.7024 -1.2279 -0.1248
H -1.6124 -0.0719 -3.2801
H -0.1725 -1.1076 -3.2829
C 3.5021 0.7762 -2.2222
C 4.7911 1.5091 -1.8941
C 4.6750 1.6969 -0.3917
O 3.9144 0.5796 0.1051
C 3.3305 -0.1153 -1.0073
H 3.5394 0.2170 -3.1567
H 2.6748 1.4891 -2.2831
H 5.6492 0.8722 -2.1262
H 4.9104 2.4497 -2.4305
H 4.1286 2.6127 -0.1458
H 5.6463 1.7283 0.1045
H 3.8688 -1.0624 -1.1310
H 2.2857 -0.3346 -0.7905
C -1.5805 -0.6778 -8.3378
C -0.2940 0.0596 -8.0184
C -0.4048 0.2487 -6.5163
O -1.1559 -0.8653 -6.0137
C -1.7432 -1.5679 -7.1194
H -1.5453 -1.2388 -9.2715
H -2.4107 0.0319 -8.3965
H 0.5655 -0.5748 -8.2533
H -0.1805 0.9999 -8.5577
H -0.9537 1.1640 -6.2699
H 0.5697 0.2847 -6.0243
H -1.2033 -2.5127 -7.2431
H -2.7885 -1.7913 -6.8982
C -2.3672 2.9076 7.6053
C -3.6746 3.5103 7.1241
C -3.7291 3.0362 5.6821
O -3.0486 1.7724 5.6375
C -2.3505 1.5768 6.8773
H -2.3039 2.7999 8.6878
H -1.5285 3.5273 7.2737
H -4.5089 3.0858 7.6893
H -3.7185 4.5954 7.2158
H -3.2015 3.7277 5.0161
H -4.7503 2.9144 5.3176
H -2.8826 0.8074 7.4458
H -1.3387 1.2213 6.6745
```

=====

[5]
The following is a quantum chemistry calculation of C17H3BrCl5EuN4O6S2 as an isolated structure at a distorted geometry, from the OMol25 dataset.

The HOMO energy (spin up / spin down) is -2.644 / -2.657 eV. As for the net charge: -2. The calculation puts the electronic energy at -209577.5294 eV. The multiplicity is 7.

```
39
C17H3BrCl5EuN4O6S2, DFT ωB97M-V/def2-TZVPD
Eu -0.3923 -0.8810 -0.0665
Cl 1.7076 -0.8805 -2.9602
C 2.6959 -0.3994 -1.6009
C 2.0992 -0.3231 -0.3531
C 2.9611 0.0314 0.6710
Cl 2.3329 0.1396 2.3015
C 4.3199 0.2982 0.4966
Cl 5.3374 0.7389 1.8327
C 4.8630 0.2094 -0.7796
Cl 6.5467 0.5326 -1.0421
C 4.0437 -0.1466 -1.8452
Cl 4.7128 -0.2668 -3.4424
S 0.3973 -3.5522 0.5654
C -0.1224 -4.0461 -1.0076
S -0.9587 -2.9350 -2.0194
C 0.1167 -5.3508 -1.4463
C -0.3129 -5.8061 -2.7380
N -0.6261 -6.2101 -3.7723
C 0.8003 -6.3251 -0.6425
N 1.3322 -7.1523 -0.0398
O -0.8991 0.7159 4.1417
C -1.0132 0.5929 2.9340
O -0.7558 -0.4303 2.1928
C -1.5246 1.7333 2.0892
C -0.8572 1.9738 0.9039
C -1.4873 2.6502 -0.1071
C -2.6952 3.2899 0.0512
C -3.2624 3.1523 1.3001
C -2.7399 2.3612 2.3083
N -4.5770 3.8267 1.5333
O -5.0491 4.4653 0.6137
O -5.1663 3.5614 2.5601
N -0.9455 2.4565 -1.4704
O -0.2939 1.4126 -1.6468
O -1.1791 3.3064 -2.3252
H 0.1483 1.5918 0.7584
H -3.1917 3.8005 -0.7580
H -3.2891 2.2004 3.2244
Br -3.0763 -0.3359 -0.4150
```

=====

[6]
The following is a quantum chemistry calculation of C17H40AlBr5ClF8N3NaO2PS as an isolated structure at a distorted geometry, from the OMol25 dataset.

The HOMO energy is -6.369 eV. The calculation puts the electronic energy at -442444.7991 eV.

```
80
C17H40AlBr5ClF8N3NaO2PS, DFT ωB97M-V/def2-TZVPD
C -4.1879 0.8617 2.2593
C -3.8009 -0.1107 1.0836
N -2.7199 0.6078 0.3756
N -1.9522 -0.2143 -0.5035
C -2.7655 -1.2141 -1.2582
C -0.7665 -0.8359 0.2110
C -0.1174 -2.0290 -0.5605
C 1.2929 -2.4203 -0.0545
N 1.3757 -3.2739 1.0660
O 2.2867 -2.0591 -0.6222
C -1.3438 0.7138 -1.5791
C -1.3854 2.2186 -1.1957
C -0.5768 3.1419 -2.1758
C -0.6589 4.5852 -1.5315
C 0.9073 2.6871 -2.3775
H -3.3312 1.5154 2.5410
H -4.6563 0.3213 3.1040
H -4.9838 1.5304 1.8502
H -3.4606 -1.0610 1.5547
H -4.7285 -0.2362 0.4842
H -2.0786 0.8957 1.1299
H -2.9442 -2.1257 -0.6459
H -3.7210 -0.7661 -1.6070
H -2.2487 -1.5476 -2.1842
H -1.1557 -1.2462 1.1737
H -0.0273 -0.0251 0.3797
H -0.0063 -1.7176 -1.6238
H -0.7595 -2.9304 -0.5070
H 2.3370 -3.5298 1.2270
H 0.9641 -2.7597 1.8728
H -1.9070 0.5726 -2.5309
H -0.2982 0.4200 -1.7942
H -0.8850 2.3393 -0.2007
H -2.4125 2.6400 -1.1698
H -1.1121 3.2161 -3.1500
H -0.6235 5.3556 -2.3100
H -1.6254 4.6514 -0.9996
H 0.1410 4.6867 -0.7529
H 1.3249 2.2441 -1.4396
H 1.5328 3.5115 -2.7671
H 0.8894 1.8351 -3.1053
C 4.6137 -5.8744 1.1030
S 3.8383 -6.0709 2.7260
O 3.3800 -4.7333 3.1626
C 5.3807 -6.4329 3.6276
H 3.8423 -5.6050 0.3801
H 5.3667 -5.0843 1.1411
H 5.0740 -6.8221 0.7918
H 6.0897 -5.6066 3.5084
H 5.8118 -7.3532 3.2547
H 5.1446 -6.5591 4.6843
Br 2.4767 -6.9347 -2.5163
C 1.1454 -5.8155 -1.6182
C -0.2489 -6.3897 -1.7013
Br -1.0340 -6.0963 -3.4611
H 1.2252 -4.8223 -2.0582
H 1.4800 -5.7761 -0.5802
H -0.9219 -5.8836 -1.0053
H -0.2811 -7.4597 -1.5139
Br 2.6230 -2.2791 3.0244
F -1.6455 1.8929 5.4308
P -0.6243 2.0971 4.1748
F 0.6172 3.0159 3.6448
F -1.4964 3.4791 4.1958
F -0.7547 0.4809 3.9262
F 0.5799 1.7268 5.2086
F -1.0545 1.9621 2.5786
Al 6.6859 -8.0132 2.1656
F 1.4729 -3.6278 4.5398
Cl -2.6622 6.3756 -2.2036
F 4.7193 -7.2928 -2.7972
Br -1.9104 9.8429 -1.1391
C -1.3563 10.7327 -2.7788
C -1.1062 9.7267 -3.8707
Br 0.5969 8.8212 -3.6148
H -0.4837 11.3339 -2.5378
H -2.1840 11.3907 -3.0386
H -1.0245 10.2249 -4.8357
H -1.8723 8.9536 -3.9262
Na -1.3149 8.0270 0.2615
```

=====

[7]
The following is a quantum chemistry calculation of C17H40BBrFGaN3O5 as an isolated structure at a distorted geometry, from the OMol25 dataset.

The HOMO energy is -4.241 eV. As for the net charge: -1. The calculation puts the electronic energy at -158803.4117 eV.

```
69
C17H40BBrFGaN3O5, DFT ωB97M-V/def2-TZVPD
C -6.6500 0.6782 2.0705
C -5.7642 1.9402 2.0614
C -5.5582 2.5303 3.4562
C -4.8878 1.5893 4.4566
C -3.5454 0.9842 4.0063
C -2.6188 1.9157 3.2252
C -1.1964 1.2915 3.1582
C -0.4988 1.4602 1.7865
Ga 0.1140 -0.3469 1.1392
F 0.9272 -1.2253 2.5300
Br -1.9215 -1.5084 0.4593
B 1.4901 -0.3856 -0.4736
O 1.7141 0.6490 -1.3900
O 2.2853 -1.5325 -0.6590
H -7.2898 0.6459 1.1902
H -7.2350 0.6160 2.9893
H -6.0088 -0.2051 2.0412
H -6.2892 2.7003 1.4722
H -4.8377 1.7354 1.5304
H -5.0520 3.4970 3.4140
H -6.5630 2.7476 3.8434
H -5.5721 0.7739 4.7116
H -4.7028 2.1182 5.3971
H -2.9965 0.7165 4.9155
H -3.6596 0.0528 3.4465
H -2.5215 2.8924 3.7111
H -2.9275 2.0571 2.1921
H -0.5716 1.6548 3.9781
H -1.3295 0.2238 3.3650
H 0.4034 2.0643 1.9155
H -1.1441 1.9143 1.0340
H 1.1676 0.4968 -2.1686
H 1.6953 -2.2852 -0.7780
C 5.7535 2.7569 -0.0451
O 4.9595 2.8681 0.8669
N 5.8395 1.7086 -0.8838
C 6.8247 1.6603 -1.9401
C 4.9209 0.5813 -0.7377
H 6.5042 3.5407 -0.2651
H 6.3312 1.5809 -2.9112
H 7.4764 0.7926 -1.8079
H 7.4339 2.5634 -1.9261
H 3.8950 0.9178 -0.8470
H 5.0379 0.1453 0.2562
H 5.1363 -0.1677 -1.4951
C -3.3612 -0.9130 -2.4969
O -2.9244 -0.1873 -1.6400
N -3.7102 -0.5224 -3.7519
C -4.2239 -1.4504 -4.7326
C -3.5561 0.8759 -4.1052
H -3.5118 -1.9956 -2.3205
H -3.5724 -1.4761 -5.6106
H -5.2272 -1.1517 -5.0495
H -4.2745 -2.4500 -4.3051
H -2.5133 1.1778 -3.9976
H -4.1565 1.4987 -3.4403
H -3.8747 1.0299 -5.1343
C 5.9727 -2.8385 -2.3582
O 5.2321 -2.1699 -3.0527
N 5.5824 -3.7163 -1.4177
C 6.5425 -4.4762 -0.6472
C 4.1594 -3.9203 -1.1558
H 7.0732 -2.7798 -2.4537
H 6.3878 -5.5465 -0.8042
H 6.4276 -4.2566 0.4163
H 7.5556 -4.2189 -0.9519
H 3.6679 -4.2637 -2.0680
H 3.6934 -2.9869 -0.8407
H 4.0428 -4.6669 -0.3735
```